Record 1
C37H50N4P2Pt as an isolated structure, computed with wB97M-V/def2-TZVPD.

Element x y z (Å)
H  2.20  0.21  -2.36
H  -5.30  2.86  -2.19
H  0.60  4.79  0.68
C  -1.55  0.00  3.51
H  -2.81  0.44  -2.75
P  2.28  3.15  0.29
H  -1.00  2.99  -0.15
H  0.53  1.48  -1.68
H  -2.15  3.35  1.13
H  1.53  4.45  2.11
H  4.19  6.51  -3.78
C  -4.36  0.01  0.27
C  -3.79  2.08  -0.89
C  0.01  -3.10  2.20
C  3.55  2.43  1.28
C  -5.02  2.06  -1.51
C  -1.77  -1.42  -2.81
C  2.86  4.20  -0.99
C  -0.13  3.12  1.87
N  0.14  0.63  -2.06
C  -0.75  0.93  -3.20
H  2.12  -1.49  -0.71
H  -1.64  -4.47  0.47
C  -1.97  0.01  -3.29
H  -6.29  -0.82  -0.18
H  3.30  3.71  3.02
Pt  -0.36  -0.70  -0.03
H  1.11  -0.74  -3.34
H  5.21  2.78  4.21
H  1.81  6.63  -3.12
H  0.86  -2.37  -1.62
H  -3.12  2.91  -1.09
C  -5.91  1.01  -1.27
N  -1.00  -2.59  1.24
H  -0.62  -0.41  3.12
H  -0.84  -1.88  -3.14
N  -1.87  -1.52  -1.32
H  1.60  -3.04  0.75
H  -6.87  0.99  -1.77
C  1.00  3.98  1.28
H  0.94  5.15  -1.39
C  -1.27  2.76  0.88
C  -1.88  -0.19  4.83
H  -2.58  -2.04  -3.22
H  -2.30  -3.57  -1.73
H  2.87  -1.13  1.73
H  0.26  2.23  2.37
C  4.95  2.39  3.24
H  -0.29  -3.73  -0.36
C  3.86  2.92  2.56
H  -1.87  -2.40  1.73
C  4.32  1.40  0.72
C  -1.25  -3.52  0.11
H  1.80  -1.06  3.10
H  -1.22  -0.74  5.49
C  1.98  5.09  -1.66
C  2.47  5.92  -2.64
C  -5.58  -0.02  -0.38
H  -3.23  -2.88  -0.42
C  -3.45  1.07  0.03
C  -2.40  0.72  2.66
C  5.72  1.38  2.67
N  1.00  -0.32  1.35
C  4.22  4.13  -1.39
H  -4.12  -0.76  0.99
H  -2.28  -0.03  -4.34
H  -4.29  1.79  2.52
C  1.25  -0.32  -2.35
H  -2.69  -0.95  -1.10
H  -0.56  3.72  2.67
C  -3.08  0.33  5.32
H  -0.09  -4.18  2.28
P  -1.96  1.07  0.96
C  -3.61  1.23  3.16
H  6.00  0.10  0.97
H  5.73  4.94  -2.65
H  -1.07  1.96  -3.13
C  -2.23  -2.92  -0.86
H  6.57  0.99  3.20
C  5.40  0.88  1.41
C  -3.93  1.05  4.49
C  3.82  5.86  -3.00
H  -0.22  -2.69  3.19
H  1.05  0.59  1.79
H  -4.85  1.46  4.89
C  1.82  -1.30  2.03
C  1.44  -2.75  1.79
C  1.20  -1.39  -1.28
H  4.91  3.46  -0.89
H  -0.16  0.84  -4.12
H  4.07  1.01  -0.27
H  2.12  -3.36  2.38
C  4.69  4.96  -2.37
H  -3.35  0.17  6.36

Results
multiplicity = 5
max |F| = 0.7 eV/A
charge = +4
HOMO level (alpha / beta) = -18.44 / -19.04 eV
E = -2459.41629 Ha
Kohn-Sham gap (alpha / beta) = 7.66 / 4.43 eV
E_LUMO (alpha / beta) = -0.3962 / -0.5366 hartree

Record 2
C37H51BrIrN2P2S as an isolated structure at a distorted geometry, computed with wB97M-V/def2-TZVPD.

Element x y z (Å)
C  -0.48  1.88  3.27
H  4.68  -3.66  -2.57
C  -0.93  3.41  -0.70
C  2.70  -1.89  1.73
C  1.46  -5.12  -0.13
H  3.05  -1.49  -2.39
C  -3.99  -0.41  -1.13
H  3.67  -2.33  -0.90
H  -1.04  2.02  -3.09
H  2.53  -4.84  -0.05
C  0.44  -4.46  -3.18
S  -2.25  0.20  1.02
C  -0.85  5.51  2.61
H  0.28  -0.19  -4.18
P  1.28  -2.61  -1.34
C  -2.41  3.50  3.58
H  0.83  4.21  3.09
H  -1.74  -1.33  -0.53
H  -0.43  -4.15  -0.47
C  1.14  -0.77  3.25
C  -3.21  -1.14  1.76
C  3.58  -3.61  -2.64
H  -0.17  -4.97  -2.43
H  -5.27  -4.17  3.06
H  0.95  2.20  1.70
C  -5.40  1.23  -2.21
C  0.38  2.65  -0.81
H  -1.06  0.66  -4.92
C  1.53  0.41  2.59
H  1.42  -2.98  3.06
C  3.37  -0.72  1.40
H  3.97  0.99  -2.25
H  3.18  2.48  -1.71
C  -2.55  -2.24  2.29
Ir  0.72  -0.85  -0.19
C  0.72  1.66  2.66
H  -4.04  4.81  2.83
H  -6.46  -2.16  2.17
N  -1.18  -0.81  0.18
C  -4.68  -3.33  2.68
H  3.33  -3.52  -3.70
H  -5.30  -0.86  -2.78
C  -3.49  0.58  -0.27
H  -3.67  -1.44  -1.02
H  -0.24  6.37  2.35
H  -1.46  -2.24  2.33
H  0.82  2.61  0.18
C  -3.29  -3.36  2.72
C  -1.05  3.24  3.32
H  -2.76  -4.24  3.09
C  -0.23  4.35  3.03
C  3.09  1.38  -1.74
H  -1.50  3.41  -1.64
H  -1.10  1.03  3.61
C  2.77  0.45  1.88
H  -3.57  2.65  0.32
C  -4.61  -1.11  1.73
H  1.10  3.21  -1.42
C  3.03  -2.46  -1.82
C  1.87  0.95  -2.51
C  -2.97  4.64  2.96
H  -6.15  1.48  -2.96
H  -1.57  3.03  0.09
C  -4.94  -0.08  -2.11
H  3.22  -4.58  -2.26
H  -1.38  -0.82  -4.02
C  0.60  -3.89  -0.18
C  -3.96  1.89  -0.37
H  3.10  1.01  -0.71
H  -5.24  3.26  -1.45
H  1.33  -5.73  -1.03
H  0.53  -0.66  4.17
C  -0.77  0.09  -4.03
P  0.36  0.94  -1.51
N  -2.17  5.62  2.49
C  -5.35  -2.20  2.20
H  3.29  1.40  1.89
H  1.45  -4.88  -3.14
H  1.99  -0.04  -2.94
H  0.04  -4.74  -4.17
H  1.64  1.65  -3.34
H  -0.45  -2.44  -3.00
C  0.51  -2.96  -2.96
C  -4.91  2.22  -1.36
C  1.67  -1.98  2.72
C  -0.99  0.97  -2.79
H  1.26  -5.73  0.77
H  1.16  -2.50  -3.74
Br  3.80  -3.55  1.45
H  -0.68  4.46  -0.45
H  -2.95  2.79  4.23
H  -1.94  0.74  -2.28
H  0.51  -3.37  0.80
H  4.30  -0.80  0.83
H  -5.13  -0.27  1.26

Results
multiplicity = 6
energy above the lowest of the compared OMol25 structures with the same formula, charge and spin = 77.96 kcal/mol
max |F| = 7.1 eV/A
charge = +4
HOMO level (alpha / beta) = -17.26 / -19.28 eV
E = -5307.43476 Ha
Kohn-Sham gap (alpha / beta) = 4.99 / 4.58 eV
E_LUMO (alpha / beta) = -0.4508 / -0.5404 hartree

Record 3
C37H51N4OP2Sr as an isolated structure at a distorted geometry, computed with wB97M-V/def2-TZVPD.

Element x y z (Å)
C  2.86  -5.26  -0.27
H  -4.49  -0.89  2.86
H  1.60  -0.83  -5.17
N  -1.68  0.64  -0.58
H  -2.73  -1.39  -0.19
C  1.50  4.04  1.68
C  -5.39  3.95  0.07
C  -4.12  2.02  -0.61
H  4.04  -0.75  -1.58
C  0.21  -0.90  3.56
C  2.70  1.67  -1.10
C  2.00  2.32  0.11
H  1.98  -0.18  2.35
H  1.93  2.30  -4.84
C  -2.55  -2.57  3.09
N  1.01  1.64  0.71
C  2.81  -2.91  0.11
H  -2.40  -3.02  0.51
H  3.47  0.96  -0.74
H  -0.08  2.60  -1.18
P  -0.98  -0.61  2.18
C  -0.47  1.06  -4.08
H  -3.28  0.38  3.13
H  4.32  -1.77  -3.01
C  0.11  2.12  1.60
H  2.94  -2.11  -2.00
H  -1.87  -3.37  2.76
H  1.40  0.96  3.62
H  4.39  -3.92  -0.98
N  0.71  -7.69  1.08
P  1.67  0.81  -2.40
H  -2.25  -2.20  4.08
C  -3.16  2.32  0.36
H  -0.32  3.72  2.92
Sr  0.65  -0.52  -0.09
H  4.63  0.08  -4.11
H  0.02  0.63  -4.96
H  0.45  -2.90  2.65
H  3.28  -6.18  -0.69
H  -4.00  -2.28  0.68
H  -3.57  -2.98  3.13
H  0.69  3.55  -4.56
H  0.84  -1.57  -3.72
C  -0.34  2.76  -2.23
C  -1.14  1.29  1.81
H  -3.94  1.14  -1.24
C  -3.29  3.44  1.19
H  3.19  4.07  0.23
C  0.55  -2.41  3.62
C  2.33  3.55  0.66
C  1.80  -1.30  -4.20
C  -0.41  -2.32  -1.51
H  -0.75  -1.19  5.46
H  -5.99  2.57  -1.51
C  1.09  -6.61  0.79
C  0.48  1.92  -3.24
H  -0.09  -4.14  1.13
H  -2.51  3.67  1.92
H  3.74  1.55  -3.68
C  3.54  -1.29  -2.41
H  3.29  0.61  -5.16
C  2.71  -0.41  -3.35
C  0.97  -4.16  0.74
C  3.46  -4.01  -0.43
H  -6.26  4.59  -0.04
H  -0.94  0.26  -3.48
O  -0.82  -3.30  -1.99
H  0.03  0.39  5.25
C  -3.65  -0.37  2.41
H  -1.70  1.66  2.67
C  -2.92  -2.06  0.66
H  -4.53  5.13  1.68
H  1.60  -2.52  3.91
H  -4.00  0.16  1.51
C  1.64  -5.36  0.43
C  -2.62  -1.45  2.05
C  -0.59  -0.37  4.75
C  0.37  3.36  2.15
C  1.38  2.85  -4.07
N  1.57  -2.95  0.60
H  2.25  -0.54  4.07
H  -1.56  0.10  4.51
H  -1.28  1.73  -4.41
H  2.34  -2.25  -4.37
C  -1.98  1.36  0.42
C  -5.25  2.83  -0.76
H  -1.41  2.49  -2.29
H  2.07  3.42  -3.43
H  1.73  5.01  2.12
H  3.30  -1.94  0.14
C  -4.42  4.26  1.03
H  -0.09  -2.92  4.36
C  1.53  -0.10  3.36
H  -0.20  3.83  -2.42
C  3.64  0.54  -4.12
H  3.20  2.44  -1.68

Results
energy above the lowest of the compared OMol25 structures with the same formula, charge and spin = 102.45 kcal/mol
max |F| = 5.8 eV/A
charge = +1
HOMO level = -9.15 eV
E = -2447.84299 Ha
Kohn-Sham gap = 5.86 eV
E_LUMO = -0.1210 hartree